C38H108CaF3N16O14P6S | ωB97M-V with the def2-TZVPD basis set

Each line ends with the Mulliken charge.
Atoms and positions in Å:
Ca: -0.45124 3.12457 1.17427  2.638
C: -1.09287 0.01770 -2.63004  -0.078
F: -1.99383 0.88120 -3.07302  -0.135
F: -1.77166 -1.02756 -2.14125  -0.143
F: -0.30145 -0.44478 -3.60095  -0.169
S: 0.02135 0.82469 -1.31189  0.751
O: -0.83956 1.55273 -0.33043  -0.443
O: 0.81687 -0.26537 -0.75415  -0.440
O: 0.82940 1.71811 -2.13809  -0.845
O: 1.83481 -6.51098 0.37636  -0.970
P: 2.96542 -5.54110 0.24891  0.149
N: 3.56280 -5.14626 1.78617  0.364
C: 2.58416 -5.01563 2.88624  -1.209
C: 4.77981 -4.39378 1.99059  -1.100
N: 2.57106 -4.13745 -0.52218  1.253
C: 1.33053 -3.90939 -1.20630  -0.913
C: 3.47299 -2.98455 -0.70677  -0.920
N: 4.20200 -6.12230 -0.74817  0.298
C: 3.74959 -6.48231 -2.09084  -0.915
C: 5.20545 -7.02549 -0.17847  -1.061
H: 2.59183 -4.00684 3.31480  0.350
H: 2.67132 -5.79094 3.64143  0.336
H: 1.58351 -4.95657 2.45344  0.331
H: 5.47761 -4.37911 1.15580  0.471
H: 5.16010 -4.58571 2.99587  0.428
H: 4.57294 -3.30897 2.06386  0.047
H: 1.52760 -3.62976 -2.24708  0.461
H: 0.74133 -4.82545 -1.27657  0.234
H: 0.72090 -3.13883 -0.72616  -0.097
H: 4.38493 -3.08215 -0.12816  0.229
H: 3.73880 -2.83190 -1.75625  0.289
H: 2.90383 -2.09454 -0.42598  0.089
H: 3.48363 -5.51818 -2.54370  0.163
H: 4.51053 -6.83071 -2.78466  0.456
H: 2.81402 -7.04397 -2.07744  0.201
H: 6.06897 -7.06677 -0.83686  0.341
H: 4.75106 -8.00603 0.01312  0.328
H: 5.46873 -6.73575 0.84002  0.372
O: 1.73943 3.16500 0.39915  0.321
P: 3.12980 3.12700 0.91886  -1.514
N: 3.39209 1.89534 2.02220  0.855
C: 4.06617 2.04103 3.33536  -1.117
C: 3.15604 0.50441 1.60343  -0.381
N: 3.60305 4.57165 1.67493  0.791
C: 4.95249 4.94283 2.00009  -1.149
C: 2.68571 5.69274 1.61025  -0.983
N: 4.24874 2.76897 -0.25721  0.594
C: 3.81259 2.93591 -1.67930  -0.763
C: 5.57089 2.15192 -0.14861  -1.014
H: 5.15505 2.02798 3.22355  0.281
H: 3.91785 1.25673 4.07626  0.253
H: 3.68403 2.99194 3.70381  0.418
H: 3.55656 -0.29940 2.21045  0.426
H: 3.70456 0.39922 0.65630  0.124
H: 2.12221 0.40257 1.27551  -0.319
H: 5.61656 4.07894 1.96583  0.285
H: 5.34803 5.55952 1.18336  0.354
H: 4.98614 5.44932 2.96478  0.334
H: 1.67703 5.46761 1.28268  -0.106
H: 2.58608 6.09809 2.63490  0.400
H: 3.17521 6.60027 1.23642  0.319
H: 2.89186 2.35766 -1.74715  0.039
H: 3.63559 3.99589 -1.86389  0.240
H: 4.51275 2.55377 -2.41706  0.501
H: 5.50745 1.08165 -0.37261  0.326
H: 5.98846 2.29696 0.84606  0.270
H: 6.24730 2.53039 -0.91402  0.433
O: -2.76426 3.05366 1.33313  -0.322
P: -4.21800 2.69922 1.37909  -1.260
N: -5.19666 3.85411 0.53390  0.836
C: -6.55229 3.49788 0.10717  -1.181
C: -4.72108 5.20421 0.30697  -1.422
N: -4.98780 2.80818 2.85463  0.984
C: -4.52334 3.82492 3.81448  -1.049
C: -6.23686 2.14993 3.25465  -1.198
N: -4.68406 1.21099 0.65683  0.158
C: -4.43030 0.02055 1.44509  -1.001
C: -4.58199 1.03524 -0.81788  -0.976
H: -7.16649 4.40000 0.14484  0.415
H: -7.06708 2.84037 0.80573  0.221
H: -6.60696 3.08837 -0.90219  0.375
H: -3.83968 5.11036 -0.32585  0.442
H: -4.55389 5.78360 1.21877  0.188
H: -5.45084 5.71508 -0.32292  0.466
H: -3.64427 4.30280 3.37773  0.132
H: -5.27474 4.60729 3.91918  0.362
H: -4.20130 3.27169 4.69570  0.335
H: -6.21092 1.57641 4.18788  0.236
H: -6.92460 2.97650 3.44460  0.385
H: -6.60121 1.41378 2.54205  0.376
H: -3.94093 0.19052 2.40620  0.344
H: -5.35184 -0.49669 1.74876  0.288
H: -3.90975 -0.71213 0.82592  0.321
H: -3.52751 1.20456 -1.03002  0.224
H: -5.34976 1.61870 -1.31707  0.035
H: -4.86998 -0.00346 -0.97412  0.583
O: -0.88661 4.81900 -0.18217  0.355
P: -1.34653 5.75581 -1.23582  -1.820
N: 0.00384 6.05541 -2.28870  0.758
C: 1.13823 5.15070 -2.10129  -1.739
C: 0.30780 7.32499 -2.91925  -0.967
N: -1.81264 7.29143 -0.79350  1.122
C: -1.16785 7.87721 0.37239  -0.985
C: -2.98164 8.03964 -1.22077  -1.095
N: -2.45029 5.11774 -2.36595  0.723
C: -2.53582 5.66772 -3.71873  -0.921
C: -2.95753 3.76968 -2.22388  -0.979
H: 1.62947 5.33619 -1.13716  0.553
H: 1.90035 5.32977 -2.85644  0.575
H: 0.83744 4.10472 -2.12818  0.353
H: -0.36470 7.47098 -3.76964  0.311
H: 1.31848 7.36992 -3.31778  0.325
H: 0.17580 8.16855 -2.23358  0.294
H: -0.36045 7.28993 0.80881  0.028
H: -0.92735 8.93416 0.26306  0.417
H: -1.89424 7.84095 1.19752  0.375
H: -3.50616 8.58124 -0.43189  0.355
H: -2.78462 8.79956 -1.98261  0.284
H: -3.69881 7.35664 -1.68012  0.334
H: -2.20730 6.70276 -3.73368  0.293
H: -1.87919 5.13444 -4.41418  0.112
H: -3.55998 5.46863 -4.03821  0.405
H: -2.71244 3.38390 -1.23362  -0.403
H: -2.44867 3.07042 -2.89359  0.649
H: -4.02692 3.81423 -2.44754  0.441
O: -0.68309 1.12304 2.55169  0.890
P: -0.65732 -0.01234 3.51626  -1.216
N: -0.62793 -1.57111 2.88801  0.806
C: 0.43591 -1.99453 1.97867  0.061
C: -1.87538 -2.27459 2.71761  -0.964
N: -1.91333 0.03345 4.57350  0.514
C: -2.69511 1.25414 4.77170  -1.515
C: -1.80321 -0.77883 5.79781  -1.263
N: 0.68333 0.10353 4.55460  0.597
C: 0.95975 1.37736 5.21602  -0.908
C: 1.63975 -0.99119 4.80491  -0.866
H: 0.17397 -1.72312 0.95277  -0.044
H: 0.57147 -3.07416 1.99313  0.078
H: 1.34997 -1.44362 2.17717  -0.391
H: -1.72276 -3.27870 2.30157  0.388
H: -2.38766 -1.90601 1.81714  0.006
H: -2.41519 -2.40699 3.65018  0.388
H: -2.68788 1.91315 3.90625  0.166
H: -3.74280 0.92856 4.81692  0.541
H: -2.51531 1.74379 5.73021  0.419
H: -1.36142 -1.73947 5.54147  0.358
H: -1.18375 -0.33511 6.58154  0.222
H: -2.81618 -0.85285 6.19366  0.411
H: 1.21776 2.02431 4.35876  0.034
H: 0.08417 1.90617 5.59485  0.257
H: 1.89137 1.39469 5.77083  0.452
H: 2.20013 -0.72568 5.69908  0.494
H: 2.38913 -1.14186 4.02104  0.021
H: 1.19230 -1.98461 4.85846  0.285
C: 2.01182 1.40618 -5.44273  -0.700
N: 1.28608 2.69779 -5.43807  0.959
O: 0.34673 2.82037 -6.19134  -0.579
O: 1.71161 3.58140 -4.72490  -0.492
H: 2.52478 1.25788 -4.49873  0.161
H: 2.63808 1.59386 -6.31624  0.358
H: 1.37631 0.54349 -5.61682  0.239
C: 0.39432 -9.46791 -6.41317  -1.161
C: -0.10594 -9.72378 -4.95600  -0.220
O: -0.99700 -8.71515 -4.49981  -0.347
P: -0.56819 -7.43894 -3.63337  0.995
O: 0.73388 -6.90157 -4.06284  -0.674
O: -0.72594 -7.91206 -2.11127  -0.205
C: 0.18406 -8.84525 -1.55000  0.111
C: -0.58561 -10.11759 -1.16470  -1.413
O: -1.81386 -6.44120 -3.71379  -0.439
C: -2.28048 -5.70279 -2.58710  -0.053
C: -2.11154 -4.23090 -2.82767  -1.117
H: -0.48932 -9.11850 -6.93801  0.298
H: 1.27578 -8.83190 -6.39303  0.246
H: 0.75622 -10.42225 -6.79801  0.412
H: -0.67451 -10.65627 -4.94589  0.414
H: 0.67261 -9.96130 -4.22876  0.212
H: 1.01054 -9.15246 -2.19982  0.217
H: 0.75360 -8.44059 -0.71163  0.201
H: 0.11097 -10.95373 -1.09780  0.377
H: -1.11569 -9.95061 -0.22662  0.354
H: -1.35329 -10.41584 -1.87971  0.333
H: -3.36346 -5.82840 -2.49734  0.321
H: -1.85260 -6.04773 -1.64921  0.272
H: -2.53662 -3.56829 -2.07148  0.347
H: -1.06083 -3.94870 -2.94047  0.167
H: -2.58346 -3.87336 -3.74617  0.376

Results
- max |F| (eV Å⁻¹) = 5.1
- multiplicity = 1
- total charge = +1
- gap between HOMO and LUMO (eV) = 7.5